The following is a quantum chemistry calculation of one molecule with the formula C25H23BrFN3O4, from the OMol25 dataset.

Element x y z (Å)
C (-0.74, 0.07, -2.78)
C (0.43, 1.00, -2.45)
C (1.72, 0.19, -2.55)
C (0.47, 2.20, -3.40)
N (0.24, 1.51, -1.07)
C (-0.99, 1.99, -0.65)
O (-1.93, 2.23, -1.36)
C (-0.93, 2.23, 0.85)
C (-1.54, 1.06, 1.68)
C (-2.79, 0.37, 1.19)
C (-3.04, -0.94, 1.57)
C (-4.21, -1.58, 1.18)
C (-5.14, -0.88, 0.44)
Br (-6.75, -1.74, -0.09)
C (-4.94, 0.45, 0.11)
C (-3.77, 1.07, 0.49)
N (-0.39, 0.19, 1.88)
C (0.04, -0.78, 1.00)
O (-0.63, -1.45, 0.25)
N (1.43, -0.88, 1.15)
C (2.21, -1.89, 0.54)
C (3.47, -1.58, 0.03)
C (4.24, -2.56, -0.55)
C (3.77, -3.86, -0.65)
C (2.51, -4.15, -0.14)
F (2.04, -5.41, -0.22)
C (1.72, -3.19, 0.46)
C (1.94, 0.15, 1.91)
O (3.06, 0.28, 2.30)
C (0.74, 1.05, 2.21)
C (0.77, 1.54, 3.64)
C (0.56, 2.19, 1.17)
C (1.22, 1.78, -0.15)
O (2.41, 1.70, -0.32)
H (-1.68, 0.62, -2.88)
H (-0.54, -0.44, -3.72)
H (-0.86, -0.68, -2.00)
H (1.80, -0.21, -3.56)
H (2.59, 0.79, -2.35)
H (1.70, -0.65, -1.86)
H (1.31, 2.85, -3.14)
H (-0.45, 2.77, -3.33)
H (0.59, 1.85, -4.42)
H (-1.43, 3.18, 1.09)
H (-1.77, 1.46, 2.68)
H (-2.32, -1.48, 2.16)
H (-4.39, -2.60, 1.46)
H (-5.68, 0.99, -0.45)
H (-3.62, 2.11, 0.23)
H (3.83, -0.56, 0.10)
H (5.21, -2.32, -0.95)
H (4.35, -4.65, -1.10)
H (0.75, -3.45, 0.84)
H (1.77, 1.91, 3.86)
H (0.57, 0.71, 4.32)
H (0.05, 2.33, 3.82)
H (1.00, 3.13, 1.52)

Output
Structure (SMILES): CC(C)(C)N1C(=O)[C@H]2[C@@H](c3ccc(Br)cc3)N3C(=O)N(c4cccc(F)c4)C(=O)[C@@]3(C)[C@H]2C1=O
Frontier orbital gap (eV): 9.31
Molar mass (u): 528.38
Charge: 0
Electronic energy (Eh): -4105.6904

---

The following is a quantum chemistry calculation of C40H40F6N3P2PdSb as an isolated structure, from the OMol25 dataset.

Element x y z (Å)
Pd (-0.08, -0.69, -0.22)
C (5.72, 1.20, -0.44)
C (4.81, -0.02, -0.26)
C (4.26, -0.56, -1.57)
C (5.08, -0.59, -2.67)
C (4.58, -0.91, -3.93)
C (3.22, -1.15, -4.12)
C (2.34, -1.15, -3.06)
C (0.91, -1.51, -3.33)
C (-0.11, -0.40, -3.12)
C (2.87, -0.94, -1.74)
N (2.06, -1.10, -0.66)
C (2.59, -1.61, 0.47)
C (1.86, -1.57, 1.62)
C (2.11, -2.05, 2.93)
C (1.00, -1.77, 3.68)
C (0.06, -1.13, 2.82)
N (0.59, -0.98, 1.61)
H (5.97, 1.61, 0.54)
H (5.22, 1.98, -1.02)
H (6.65, 0.95, -0.93)
H (3.98, 0.26, 0.40)
H (5.37, -0.81, 0.25)
H (6.12, -0.33, -2.57)
H (5.25, -0.95, -4.78)
H (2.85, -1.38, -5.11)
H (0.63, -2.41, -2.78)
H (0.84, -1.78, -4.39)
H (-0.42, -0.22, -2.03)
H (-1.04, -0.64, -3.61)
H (0.23, 0.58, -3.46)
H (3.56, -2.09, 0.44)
H (3.02, -2.53, 3.26)
H (0.83, -1.98, 4.72)
H (-0.93, -0.79, 3.07)
C (-2.99, 2.41, -0.27)
N (-2.04, 1.38, 0.19)
P (-2.35, -0.29, 0.31)
C (-3.62, -0.85, -0.79)
C (-4.90, -0.58, -0.29)
C (-6.01, -0.84, -1.07)
C (-5.86, -1.42, -2.32)
C (-4.59, -1.75, -2.79)
C (-3.47, -1.46, -2.04)
C (-2.81, -0.77, 1.93)
C (-3.02, 0.16, 2.96)
C (-3.40, -0.29, 4.21)
C (-3.56, -1.66, 4.43)
C (-3.35, -2.58, 3.41)
C (-2.99, -2.14, 2.14)
P (-0.37, 1.53, 0.30)
C (0.14, 2.09, 1.90)
C (1.50, 2.05, 2.24)
C (1.92, 2.65, 3.41)
C (1.00, 3.30, 4.23)
C (-0.34, 3.37, 3.88)
C (-0.78, 2.76, 2.71)
C (0.36, 2.60, -0.92)
C (1.25, 2.18, -1.90)
C (1.83, 3.12, -2.74)
C (1.50, 4.46, -2.62)
C (0.62, 4.88, -1.63)
C (0.06, 3.96, -0.76)
H (-3.21, 3.12, 0.53)
H (-3.92, 1.91, -0.57)
H (-2.58, 2.93, -1.13)
H (-5.04, -0.16, 0.70)
H (-7.00, -0.62, -0.70)
H (-6.73, -1.66, -2.92)
H (-4.48, -2.26, -3.74)
H (-2.51, -1.81, -2.36)
H (-2.91, 1.22, 2.78)
H (-3.60, 0.41, 5.00)
H (-3.86, -2.01, 5.41)
H (-3.49, -3.64, 3.59)
H (-2.86, -2.86, 1.34)
H (2.21, 1.56, 1.59)
H (2.96, 2.61, 3.69)
H (1.34, 3.77, 5.14)
H (-1.04, 3.90, 4.51)
H (-1.82, 2.84, 2.43)
H (1.52, 1.14, -1.99)
H (2.53, 2.80, -3.50)
H (1.94, 5.19, -3.28)
H (0.38, 5.93, -1.52)
H (-0.59, 4.30, 0.04)
F (-0.90, -2.51, -1.08)
Sb (-0.40, -4.37, -0.43)
F (1.34, -3.70, -0.76)
F (-0.30, -3.45, 1.23)
F (0.15, -5.99, 0.25)
F (-2.23, -4.60, -0.12)
F (-0.57, -4.83, -2.23)

Output
Frontier orbital gap (alpha / beta) (eV): 5.48 / 5.82
2S+1: 2
Molar mass (u): 966.90
Charge: +3
Electronic energy (Eh): -3361.6734

---

The following is a quantum chemistry calculation of a 2-piece molecular cluster, C4H8O2 overall at a distorted geometry, from the OMol25 dataset.

Element x y z (Å)
C (1.51, 0.30, 1.45)
C (1.90, -0.20, 0.28)
O (1.32, -1.38, -0.10)
H (1.73, 1.33, 1.74)
H (0.73, -0.10, 2.09)
H (2.71, 0.22, -0.30)
H (1.73, -1.75, -0.87)
C (-1.93, -0.31, -0.60)
C (-1.31, 1.05, -0.63)
O (-0.37, 1.26, -1.35)
H (-2.97, -0.40, -0.28)
H (-1.36, -0.96, 0.08)
H (-1.91, -0.89, -1.52)
H (-1.79, 1.81, 0.00)

Output
Structure (SMILES): C=CO.CC=O
Frontier orbital gap (eV): 9.82
Molar mass (u): 88.11
Charge: 0
Electronic energy (Eh): -307.6281

---

The following is a quantum chemistry calculation of a 2-piece molecular cluster, C4H11NO3 overall at a distorted geometry, from the OMol25 dataset.

Element x y z (Å)
C (-0.21, -2.24, -1.13)
C (-1.19, -1.26, -0.47)
C (-0.67, 0.30, -0.61)
N (-0.08, 0.81, 0.59)
C (-0.09, 2.18, 0.94)
O (0.91, 2.78, 1.14)
O (-1.33, 2.73, 1.00)
H (0.57, -2.37, -0.38)
H (-0.66, -3.18, -1.44)
H (0.31, -1.84, -2.00)
H (-2.10, -1.25, -1.09)
H (-1.43, -1.47, 0.56)
H (-1.60, 0.66, -1.02)
H (0.12, 0.26, -1.41)
H (0.67, 0.25, 0.93)
H (-2.06, 2.14, 0.76)
O (3.17, 0.32, 1.05)
H (2.37, 0.59, 0.63)
H (3.29, 0.59, 1.96)

Output
Structure (SMILES): CCCNC(=O)O.O
Frontier orbital gap (eV): 10.26
Molar mass (u): 121.14
Charge: 0
Electronic energy (Eh): -439.4646